Entry from the OMol25 dataset: one molecule with the formula C3H7N3OS (ωB97M-V/def2-TZVPD).

Structure (XYZ):
```
15
Properties=species:S:1:pos:R:3:forces:R:3:nbo_charge:R:1
N -2.212 -0.950 0.162 -0.620 0.302 -2.048 -0.864
C -1.904 0.484 0.008 -0.498 0.679 -0.924 -0.293
C -0.416 0.854 -0.020 0.234 -2.663 -0.648 0.049
S 0.123 2.348 0.028 0.253 1.648 0.112 -0.035
N 0.331 -0.284 -0.164 -0.208 -2.143 -0.223 -0.611
C 1.722 -0.530 -0.191 -1.587 0.008 1.257 0.193
N 2.519 0.429 -0.139 1.871 0.661 0.399 -0.149
O 3.826 -0.038 0.262 0.613 2.772 -1.814 -0.582
H -2.795 -1.206 -0.696 0.955 0.064 2.105 0.379
H -2.733 -1.085 1.010 -0.332 -0.324 0.057 0.378
H -2.280 1.107 0.825 -0.425 -0.161 -0.274 0.223
H -2.361 0.819 -0.986 0.724 0.009 1.469 0.216
H -0.225 -1.179 -0.055 0.484 1.581 -0.315 0.433
H 2.032 -1.559 0.004 -0.170 0.069 -0.202 0.182
H 4.371 0.790 -0.048 -1.295 -2.502 1.052 0.482
```
Forces are in eV/Å.

Calculated values
DFT total energy in eV: -20575.1473
Molar mass in g mol⁻¹: 133.18
SMILES: NCC(=S)N/C=N/O
F_max in eV/Å: 3.37
Energy above the lowest of the compared OMol25 structures with the same formula, charge and spin in eV: 3.036

Entry from the OMol25 dataset: one molecule with the formula C3H7N3S (ωB97M-V/def2-TZVPD).

Structure (XYZ):
```
14
Properties=species:S:1:pos:R:3:forces:R:3:nbo_charge:R:1
C 1.626 -1.499 -0.129 0.632 1.967 -3.923 -0.408
N 1.166 -0.094 -0.128 -1.820 0.411 0.902 -0.471
N -0.233 0.072 0.273 3.347 -1.565 -1.147 -0.149
C -0.521 1.308 0.851 -1.784 -0.985 -0.179 -0.046
C -1.837 1.581 0.756 0.643 0.932 -0.589 -0.466
S -2.713 0.375 -0.200 1.225 -0.512 -0.686 0.379
N -1.170 -0.454 -0.711 -1.496 0.430 3.168 -0.599
H 2.707 -1.386 0.051 -0.359 -0.755 -0.175 0.207
H 1.140 -2.087 0.565 -0.965 -0.979 1.663 0.216
H 1.388 -1.902 -1.193 0.792 0.005 1.806 0.167
H 1.367 0.358 -1.037 -0.462 -0.266 0.560 0.333
H 0.239 1.675 1.526 -0.080 0.426 -0.382 0.243
H -2.330 2.511 1.019 0.083 -0.340 0.226 0.244
H -0.829 -0.458 -1.644 0.246 1.232 -1.243 0.351
```
Forces are in eV/Å.

Calculated values
DFT total energy in eV: -18525.9162
Molar mass in g mol⁻¹: 117.18
SMILES: CNN1C=CSN1
F_max in eV/Å: 4.43
Energy above the lowest of the compared OMol25 structures with the same formula, charge and spin in eV: 4.554

Entry from the OMol25 dataset: one molecule with the formula C3H7N3S (ωB97M-V/def2-TZVPD).

Structure (XYZ):
```
14
Properties=species:S:1:pos:R:3:forces:R:3:nbo_charge:R:1
C -1.163 -0.160 1.395 0.126 -0.671 0.299 -0.009
C 0.191 -0.781 1.685 -0.787 1.266 -1.479 -0.668
C -0.172 1.282 -1.726 -1.917 1.469 1.511 -0.444
N -1.263 0.611 0.397 -0.678 0.447 -1.287 -0.204
N 1.388 -1.507 -0.544 -3.311 1.122 3.450 -1.113
N -0.122 0.887 -0.300 1.259 0.218 2.539 -0.444
S 1.260 -0.175 0.364 -0.062 -0.715 -2.597 1.106
H -2.032 -0.543 1.966 0.467 0.764 -0.548 0.209
H 0.551 -0.417 2.647 0.295 -0.890 0.040 0.257
H 0.123 -1.806 1.326 0.384 -0.585 1.213 0.290
H 0.561 2.112 -2.068 -1.043 -1.859 0.753 0.224
H -0.205 0.329 -2.156 0.861 -1.045 -2.069 0.216
H -1.249 1.636 -1.855 1.494 -0.031 0.131 0.232
H 2.134 -1.467 -1.131 2.913 0.511 -1.956 0.348
```
Forces are in eV/Å.

Calculated values
DFT total energy in eV: -18526.1342
Molar mass in g mol⁻¹: 117.18
F_max in eV/Å: 4.91
Energy above the lowest of the compared OMol25 structures with the same formula, charge and spin in eV: 4.336